Density functional theory data (ωB97M-V with the def2-TZVPD basis set) for a molecular structure, C61H61ClF3GeINO3S2Si3W.

LUMO level (alpha / beta)	-7.2 / -6.9	eV
frontier orbital gap (alpha / beta)	5.168 / 5.516	eV
relative energy (zero: lowest compared OMol25 entry of this formula, charge and spin)	0.000	eV
2S+1	2
net charge	+2
expectation value of S²	0.775

The geometry in XYZ format:
```
138
Properties=species:S:1:pos:R:3:forces:R:3:lowdin_charge:R:1
W 1.129 0.164 0.027 0.0880 0.8147 0.5451 1.261
Cl 8.015 0.971 -0.679 0.0245 0.0101 0.0060 0.779
C 6.412 0.837 -0.074 -0.0010 -0.0031 -0.0334 -0.588
C 6.182 0.850 1.271 0.0181 0.0286 0.0749 -0.134
C 4.870 0.775 1.808 0.0841 0.1902 -0.1961 -0.614
I 4.583 1.141 3.815 -0.0545 -0.0182 0.0683 1.095
C 3.826 0.604 0.941 -0.0580 -0.3120 0.0060 -0.354
O 2.521 0.499 1.275 0.2388 0.2999 0.3196 -0.292
C 4.052 0.578 -0.441 0.0790 0.0716 0.0299 -0.144
N 2.917 0.485 -1.189 -0.1358 -0.4187 -0.0105 -0.044
C 3.021 0.633 -2.509 -0.0813 0.0749 0.0245 -0.121
C 4.242 0.869 -3.131 0.0505 0.0272 -0.0349 -0.020
C 5.402 0.904 -2.386 -0.0057 -0.0011 -0.0690 0.036
C 5.329 0.750 -0.996 -0.0789 0.0290 0.0743 -0.149
H 7.017 0.959 1.950 0.0017 -0.0019 -0.0189 0.106
H 2.099 0.590 -3.075 0.0487 -0.0368 0.0258 0.075
H 4.264 0.998 -4.203 0.0116 0.0028 0.0103 0.130
H 6.361 1.067 -2.861 -0.0165 -0.0031 0.0021 0.118
C -0.224 7.732 2.157 -0.0071 0.0110 -0.0069 -0.031
C -0.197 6.234 2.069 -0.0088 -0.0096 -0.0091 -0.242
C -0.825 5.453 3.041 0.0158 0.0017 0.0417 -0.004
C -0.789 4.072 2.988 -0.0472 0.0407 -0.0313 -0.038
C -0.118 3.471 1.931 0.1998 -0.0933 -0.1059 -0.365
C 0.539 4.212 0.962 0.0477 0.0607 0.0993 -0.069
C 0.486 5.595 1.035 0.0163 -0.0154 0.0148 -0.013
S -0.148 1.700 1.918 -0.1321 -1.0910 -0.6392 0.923
O 0.108 1.193 3.265 0.0935 0.1764 0.1955 -0.397
C -1.832 1.368 1.397 -0.1256 0.3922 0.2078 -0.291
C -2.401 2.232 0.426 -0.0321 0.0795 0.0542 -0.085
C -3.665 2.005 -0.015 -0.0109 -0.0252 -0.0499 -0.016
C -4.414 0.896 0.452 0.0491 0.0167 0.0446 -0.146
C -5.711 0.633 -0.044 -0.0408 -0.0284 0.0014 -0.014
C -6.425 -0.435 0.419 -0.0068 0.0416 -0.0381 -0.044
C -5.870 -1.284 1.396 0.0427 -0.0254 0.0342 -0.039
C -4.620 -1.051 1.897 -0.0633 -0.0396 -0.0386 -0.015
C -3.855 0.050 1.441 0.0493 0.0402 -0.0608 -0.106
C -2.538 0.328 1.944 0.2186 -0.2196 -0.1792 -0.132
C -2.031 -0.535 3.046 -0.0715 -0.0234 -0.0031 -0.169
C -2.696 -0.444 4.312 -0.0170 -0.0054 -0.0361 -0.111
C -3.626 0.589 4.586 -0.0156 0.0204 0.0412 -0.009
C -4.253 0.656 5.798 0.0054 0.0225 -0.0357 -0.046
C -3.992 -0.305 6.796 0.0034 -0.0324 0.0297 -0.050
C -3.094 -1.306 6.563 0.0129 0.0127 0.0166 -0.013
C -2.422 -1.393 5.321 -0.0286 0.0084 -0.0249 -0.143
C -1.496 -2.428 5.051 0.0153 -0.0196 0.0242 0.012
C -0.818 -2.469 3.875 0.0311 0.0884 -0.0330 -0.075
C -1.052 -1.477 2.886 0.0146 -0.1138 0.1360 -0.363
S -0.060 -1.691 1.392 -0.2219 0.2665 -0.2218 0.957
O -0.051 -3.264 -1.247 0.3654 0.2732 0.1000 -0.574
C 1.497 -2.245 2.076 0.0264 -0.0216 -0.0870 -0.506
C 2.031 -1.681 3.231 0.0213 -0.0057 -0.0815 -0.106
C 3.179 -2.239 3.759 0.0301 -0.0017 0.0125 -0.051
C 3.829 -3.309 3.138 0.0171 0.0271 0.0372 -0.242
C 5.093 -3.877 3.716 0.0093 -0.0205 0.0059 -0.028
C 3.288 -3.826 1.966 -0.0392 -0.0432 -0.0443 -0.017
C 2.113 -3.310 1.437 -0.0236 0.0105 0.0849 -0.098
H -1.095 8.081 2.709 0.0030 -0.0032 -0.0018 0.086
H -0.236 8.187 1.167 0.0045 -0.0050 0.0050 0.086
H 0.665 8.096 2.676 -0.0036 -0.0084 0.0000 0.098
H -1.347 5.940 3.856 0.0006 -0.0123 -0.0069 0.127
H -1.265 3.470 3.753 -0.0054 0.0109 -0.0173 0.126
H 1.084 3.723 0.169 0.0121 0.0284 -0.0061 0.086
H 0.992 6.189 0.283 -0.0066 -0.0064 0.0093 0.123
H -1.845 3.089 0.075 0.0239 0.0004 0.0051 0.098
H -4.121 2.671 -0.739 0.0038 0.0008 0.0276 0.123
H -6.128 1.294 -0.794 0.0045 -0.0036 0.0094 0.121
H -7.419 -0.631 0.039 0.0109 -0.0012 0.0013 0.116
H -6.441 -2.132 1.752 0.0063 0.0077 -0.0004 0.117
H -4.211 -1.721 2.641 0.0092 0.0091 0.0041 0.124
H -3.837 1.336 3.831 -0.0143 -0.0069 0.0147 0.122
H -4.957 1.453 5.998 0.0063 -0.0048 -0.0084 0.114
H -4.505 -0.244 7.746 0.0097 0.0018 -0.0048 0.115
H -2.879 -2.046 7.324 -0.0111 0.0059 -0.0032 0.122
H -1.318 -3.188 5.803 -0.0110 -0.0019 -0.0136 0.129
H -0.099 -3.255 3.701 0.0142 -0.0010 -0.0033 0.110
H 1.550 -0.833 3.701 -0.0095 -0.0046 0.0289 0.108
H 3.586 -1.838 4.678 -0.0024 0.0062 -0.0040 0.097
H 5.171 -3.668 4.782 -0.0051 0.0009 -0.0096 0.086
H 5.967 -3.439 3.228 -0.0163 0.0033 0.0043 0.092
H 5.145 -4.955 3.570 -0.0025 0.0097 -0.0008 0.089
H 3.765 -4.668 1.481 0.0013 0.0141 -0.0048 0.121
H 1.649 -3.742 0.562 0.0268 -0.0276 -0.0361 0.064
F -2.580 6.188 -6.225 0.0037 0.0027 0.0023 0.160
C -1.647 6.669 -5.392 -0.0027 0.0305 0.0124 -0.593
F -2.209 7.667 -4.693 -0.0002 -0.0043 -0.0054 0.160
F -0.662 7.188 -6.131 0.0000 -0.0025 0.0002 0.157
C -1.149 5.586 -4.465 -0.0027 -0.0108 -0.0247 -0.089
C -2.084 4.894 -3.703 -0.0013 -0.0090 0.0313 0.022
C -1.665 3.899 -2.842 0.0071 0.0253 -0.0126 0.009
C -0.302 3.589 -2.751 -0.0163 0.0279 -0.0401 -0.235
C 0.629 4.289 -3.523 -0.0129 0.0167 0.0335 0.002
C 0.203 5.293 -4.376 0.0042 -0.0013 0.0103 0.021
C 0.132 2.545 -1.888 -0.0156 -0.0640 0.0084 -0.075
C 0.486 1.633 -1.155 -0.2083 0.2080 -0.1400 -0.225
H -3.135 5.138 -3.785 0.0136 -0.0024 -0.0160 0.137
H -2.383 3.351 -2.247 0.0238 -0.0211 -0.0123 0.099
H 1.682 4.053 -3.443 -0.0075 -0.0242 -0.0102 0.122
H 0.918 5.843 -4.972 -0.0140 -0.0048 -0.0054 0.131
C 0.118 0.282 -4.591 -0.0381 -0.0711 0.0237 -0.197
Si -0.758 -0.849 -3.367 -0.0972 0.2124 -0.0752 0.437
C -2.212 0.011 -2.554 -0.0117 -0.0457 0.0393 -0.194
C -1.443 -2.351 -4.241 -0.0143 0.0898 -0.0231 -0.183
Ge 0.866 -1.784 -1.761 -0.2248 -0.8154 0.0351 0.667
Si 2.561 -3.212 -2.789 0.1170 0.0160 -0.1393 0.425
C 1.588 -4.215 -4.032 0.0533 0.0241 0.0093 -0.194
C 3.964 -2.333 -3.668 -0.0476 -0.0151 0.0111 -0.206
C 3.329 -4.361 -1.529 -0.0957 0.0416 0.0049 -0.202
Si -1.288 -4.202 -0.699 -0.2177 -0.2234 -0.0023 0.294
C -2.811 -3.144 -0.391 0.0194 0.0733 -0.0452 -0.148
C -0.788 -5.123 0.856 0.0549 0.0301 -0.0622 -0.151
C -1.646 -5.515 -1.979 -0.0204 0.0058 0.0329 -0.157
H -0.536 0.405 -5.459 -0.0191 -0.0174 0.0212 0.052
H 1.054 -0.145 -4.960 -0.0184 0.0043 -0.0037 0.030
H 0.303 1.281 -4.193 0.0446 -0.0443 -0.0126 0.004
H -2.669 0.716 -3.256 0.0364 -0.0258 -0.0359 0.049
H -1.955 0.566 -1.654 -0.0143 -0.0053 -0.0119 -0.012
H -2.975 -0.727 -2.294 0.0205 0.0091 0.0222 0.033
H -2.227 -1.977 -4.908 0.0000 -0.0428 0.0023 0.055
H -1.912 -3.025 -3.525 0.0147 0.0067 -0.0276 0.011
H -0.731 -2.913 -4.842 0.0095 0.0341 0.0471 0.023
H 1.359 -3.646 -4.935 0.0096 0.0008 0.0317 0.032
H 0.661 -4.611 -3.617 0.0188 0.0135 0.0060 0.017
H 2.217 -5.059 -4.330 -0.0345 0.0016 -0.0116 0.050
H 3.625 -1.624 -4.426 0.0077 -0.0059 0.0185 0.026
H 4.567 -3.090 -4.181 -0.0334 -0.0072 0.0154 0.050
H 4.620 -1.819 -2.966 0.0216 -0.0025 -0.0141 0.018
H 2.582 -4.926 -0.971 0.0057 0.0064 0.0052 0.030
H 3.980 -3.831 -0.832 -0.0207 -0.0222 0.0221 0.027
H 3.938 -5.086 -2.076 0.0166 0.0398 -0.0201 0.051
H -2.562 -2.080 -0.330 0.0116 -0.0043 0.0329 0.003
H -3.308 -3.412 0.544 0.0078 -0.0312 -0.0019 0.035
H -3.548 -3.256 -1.191 0.0223 -0.0031 0.0098 0.044
H -0.569 -4.484 1.712 -0.0221 0.0183 0.0177 -0.002
H 0.092 -5.744 0.666 -0.0110 0.0061 0.0146 0.041
H -1.594 -5.799 1.157 -0.0079 0.0279 -0.0508 0.049
H -1.893 -5.117 -2.965 0.0123 -0.0028 0.0231 0.021
H -2.495 -6.123 -1.654 0.0235 0.0128 -0.0006 0.045
H -0.793 -6.190 -2.092 -0.0053 0.0221 -0.0078 0.039
```
Positions in Å, forces in eV/Å.